A | # C36H99N9O9

A 9-piece molecular cluster, C36H99N9O9 overall (ωB97M-V with the def2-TZVPD basis set, the Open Molecules 2025 dataset).

Cartesian coordinates (Å):
C: 2.273 1.487 -4.466
C: 1.427 2.269 -3.444
C: 0.367 3.212 -4.094
O: 0.808 4.409 -4.668
C: 1.339 5.344 -3.764
N: 0.805 1.214 -2.663
H: 1.704 0.934 -5.214
H: 3.013 0.929 -3.895
H: 2.840 2.159 -5.115
H: 2.068 2.868 -2.797
H: -0.522 3.313 -3.464
H: -0.155 2.594 -4.829
H: 0.536 6.055 -3.549
H: 2.114 6.000 -4.159
H: 1.630 4.989 -2.775
H: 0.323 1.610 -1.867
H: 0.135 0.751 -3.264
C: 6.381 -3.068 -0.173
C: 5.902 -3.680 -1.482
C: 6.503 -2.992 -2.774
O: 6.503 -1.633 -3.003
C: 5.185 -1.269 -3.497
N: 6.251 -5.083 -1.509
H: 6.194 -1.997 -0.085
H: 7.473 -3.091 -0.179
H: 6.068 -3.555 0.751
H: 4.823 -3.540 -1.569
H: 6.181 -3.535 -3.665
H: 7.582 -3.165 -2.717
H: 4.785 -1.955 -4.245
H: 5.373 -0.365 -4.078
H: 4.473 -1.086 -2.694
H: 5.693 -5.551 -0.808
H: 7.224 -5.184 -1.251
C: 3.872 3.895 -0.322
C: 4.925 4.645 0.489
C: 5.034 6.162 0.414
O: 5.411 6.618 -0.881
C: 6.107 7.849 -1.019
N: 4.793 4.370 1.898
H: 3.609 2.993 0.229
H: 4.110 3.683 -1.364
H: 2.989 4.538 -0.355
H: 5.877 4.259 0.116
H: 5.731 6.552 1.157
H: 4.075 6.606 0.699
H: 7.015 7.811 -0.415
H: 5.457 8.669 -0.711
H: 6.354 7.839 -2.080
H: 4.061 4.936 2.306
H: 4.686 3.407 2.181
C: -5.367 1.362 -1.886
C: -3.848 1.248 -2.221
C: -3.059 2.261 -1.384
O: -3.611 3.506 -1.639
C: -3.095 4.469 -0.748
N: -3.487 -0.179 -2.005
H: -5.722 2.392 -1.943
H: -5.641 1.083 -0.867
H: -6.028 0.791 -2.538
H: -3.624 1.467 -3.265
H: -1.970 2.209 -1.485
H: -3.019 1.885 -0.355
H: -3.699 5.360 -0.940
H: -2.136 4.926 -1.001
H: -3.283 4.224 0.298
H: -3.783 -0.658 -2.846
H: -4.018 -0.542 -1.225
C: -6.686 -1.250 3.124
C: -6.378 0.201 2.758
C: -5.083 0.232 1.964
O: -3.958 -0.198 2.681
C: -2.732 -0.365 1.946
N: -7.455 0.707 1.871
H: -7.561 -1.543 2.540
H: -7.025 -1.265 4.159
H: -5.882 -1.949 2.900
H: -6.303 0.693 3.729
H: -4.805 1.273 1.772
H: -5.174 -0.318 1.025
H: -2.241 0.587 1.741
H: -3.070 -0.875 1.041
H: -1.992 -1.015 2.411
H: -8.327 0.265 2.128
H: -7.609 1.689 2.065
C: 2.323 -2.758 0.160
C: 1.514 -1.545 -0.304
C: 1.489 -0.444 0.791
O: 0.652 0.563 0.230
C: 0.261 1.642 1.153
N: 2.162 -1.092 -1.520
H: 3.371 -2.612 0.418
H: 2.208 -3.525 -0.606
H: 1.766 -3.124 1.026
H: 0.503 -1.913 -0.483
H: 2.510 -0.059 0.827
H: 1.141 -0.836 1.748
H: 1.140 2.242 1.391
H: -0.262 1.293 2.043
H: -0.398 2.306 0.594
H: 1.603 -0.323 -1.884
H: 3.061 -0.685 -1.298
C: -0.513 -2.240 -3.908
C: -1.361 -1.550 -5.044
C: -2.704 -2.237 -5.333
O: -3.684 -1.764 -4.457
C: -4.936 -2.394 -4.583
N: -1.493 -0.097 -4.621
H: 0.478 -1.815 -3.738
H: -0.315 -3.287 -4.137
H: -0.995 -2.096 -2.939
H: -0.704 -1.684 -5.904
H: -2.616 -3.324 -5.287
H: -2.924 -1.962 -6.367
H: -5.514 -1.908 -3.796
H: -4.897 -3.444 -4.286
H: -5.432 -2.304 -5.551
H: -1.727 -0.309 -3.656
H: -2.449 0.080 -4.912
C: -5.326 -5.523 3.426
C: -3.889 -5.007 3.401
C: -3.135 -5.032 2.029
O: -1.708 -4.837 2.269
C: -1.036 -4.754 1.017
N: -3.837 -3.726 4.020
H: -5.553 -5.707 4.476
H: -5.626 -6.413 2.874
H: -5.978 -4.729 3.058
H: -3.335 -5.613 4.120
H: -3.518 -4.264 1.355
H: -3.233 -6.029 1.594
H: 0.023 -4.546 1.159
H: -1.599 -4.013 0.448
H: -1.095 -5.735 0.542
H: -4.295 -2.984 3.509
H: -2.856 -3.530 4.166
C: -0.178 0.147 5.604
C: 0.699 0.708 6.741
C: 2.018 0.003 6.592
O: 1.728 -1.276 7.148
C: 2.828 -2.144 7.288
N: 0.901 2.143 6.358
H: -0.984 0.840 5.353
H: -0.698 -0.784 5.829
H: 0.333 0.087 4.643
H: 0.311 0.517 7.741
H: 2.726 0.581 7.193
H: 2.428 0.021 5.581
H: 2.537 -2.911 8.008
H: 3.709 -1.729 7.779
H: 2.907 -2.635 6.317
H: 0.046 2.603 6.641
H: 1.689 2.586 6.810

Properties
E_HOMO = -0.3107 hartree
Net charge = 0
Gap between HOMO and LUMO = 8.93 eV
LUMO energy = 0.5 eV

***

B | # C36H99N9O9

A 9-piece molecular cluster, C36H99N9O9 overall (ωB97M-V with the def2-TZVPD basis set, the Open Molecules 2025 dataset).

Cartesian coordinates (Å):
C: 1.827 5.728 -0.283
C: 0.944 5.128 -1.382
C: -0.587 5.469 -1.286
O: -1.288 5.242 -2.497
C: -2.690 5.228 -2.572
N: 1.355 5.533 -2.714
H: 2.374 6.646 -0.499
H: 2.523 4.924 -0.046
H: 1.241 5.839 0.629
H: 1.069 4.047 -1.326
H: -0.693 6.533 -1.077
H: -1.003 4.938 -0.429
H: -3.218 6.048 -2.086
H: -3.145 4.405 -2.019
H: -3.125 5.220 -3.571
H: 1.149 6.521 -2.679
H: 0.557 5.105 -3.160
C: -0.461 -0.464 -7.016
C: 0.945 -0.750 -6.526
C: 1.450 0.203 -5.327
O: 1.299 1.579 -5.603
C: 1.486 2.547 -4.626
N: 1.151 -2.118 -6.170
H: -1.242 -0.521 -6.258
H: -0.776 -1.087 -7.853
H: -0.528 0.496 -7.528
H: 1.553 -0.570 -7.413
H: 2.492 -0.048 -5.127
H: 0.774 -0.091 -4.524
H: 0.818 2.281 -3.806
H: 1.339 3.577 -4.949
H: 2.472 2.440 -4.174
H: 2.073 -2.225 -5.773
H: 0.500 -2.392 -5.447
C: -2.761 -2.222 0.232
C: -3.273 -2.261 1.624
C: -4.790 -2.568 1.667
O: -5.512 -1.337 1.490
C: -5.594 -0.576 2.712
N: -2.536 -3.304 2.355
H: -1.676 -2.125 0.183
H: -3.282 -1.463 -0.352
H: -2.944 -3.115 -0.367
H: -2.963 -1.359 2.151
H: -5.045 -3.030 2.621
H: -5.111 -3.184 0.828
H: -5.768 0.485 2.536
H: -4.627 -0.543 3.214
H: -6.414 -0.887 3.360
H: -2.703 -4.214 1.949
H: -1.536 -3.274 2.218
C: 0.939 -1.239 0.311
C: 0.763 0.201 0.706
C: -0.674 0.628 1.211
O: -1.662 0.765 0.158
C: -1.326 1.650 -0.885
N: 1.720 0.573 1.719
H: 2.000 -1.439 0.160
H: 0.434 -1.558 -0.601
H: 0.579 -1.934 1.069
H: 1.027 0.886 -0.100
H: -0.726 1.617 1.668
H: -1.048 -0.043 1.985
H: -0.774 2.565 -0.672
H: -2.204 1.936 -1.465
H: -0.576 1.179 -1.520
H: 2.711 0.444 1.570
H: 1.495 0.152 2.608
C: 5.139 1.078 0.512
C: 5.226 2.627 0.457
C: 6.670 3.243 0.419
O: 7.336 2.756 1.545
C: 7.491 3.652 2.581
N: 4.500 3.120 -0.698
H: 4.197 0.665 0.873
H: 5.887 0.574 1.123
H: 5.269 0.618 -0.468
H: 4.631 2.924 1.321
H: 6.794 4.325 0.479
H: 7.173 2.927 -0.495
H: 6.685 4.324 2.875
H: 8.265 4.402 2.415
H: 7.795 3.130 3.487
H: 3.509 2.950 -0.604
H: 4.773 2.492 -1.440
C: -3.744 4.311 1.493
C: -4.763 3.163 1.376
C: -6.093 3.737 0.938
O: -7.233 2.846 1.115
C: -8.556 3.360 0.945
N: -4.222 2.269 0.368
H: -2.724 4.055 1.780
H: -3.992 5.011 2.292
H: -3.778 4.950 0.611
H: -5.098 2.663 2.284
H: -5.968 4.095 -0.084
H: -6.418 4.648 1.441
H: -8.795 3.093 -0.084
H: -8.583 4.448 1.012
H: -9.230 2.912 1.675
H: -4.705 1.390 0.250
H: -3.251 1.990 0.385
C: -3.645 -0.559 -3.517
C: -5.158 -0.532 -3.320
C: -5.838 -1.845 -3.018
O: -5.632 -2.702 -4.195
C: -6.031 -4.044 -3.904
N: -5.449 0.334 -2.187
H: -3.324 -1.179 -4.354
H: -3.129 -0.870 -2.609
H: -3.273 0.444 -3.725
H: -5.620 -0.072 -4.194
H: -6.912 -1.833 -2.834
H: -5.387 -2.322 -2.149
H: -7.104 -4.086 -3.715
H: -5.513 -4.449 -3.034
H: -5.997 -4.638 -4.817
H: -5.318 -0.341 -1.447
H: -4.767 1.064 -2.037
C: 0.142 -6.878 3.405
C: 1.655 -6.553 3.172
C: 1.905 -5.739 1.857
O: 3.317 -5.550 1.809
C: 3.763 -4.894 0.745
N: 2.124 -5.825 4.316
H: -0.517 -6.033 3.603
H: 0.092 -7.399 4.361
H: -0.274 -7.472 2.592
H: 2.353 -7.385 3.078
H: 1.436 -4.755 1.879
H: 1.475 -6.360 1.071
H: 4.823 -5.143 0.782
H: 3.591 -3.818 0.743
H: 3.431 -5.324 -0.200
H: 3.114 -5.730 4.143
H: 1.923 -6.343 5.159
C: 4.057 -1.837 4.209
C: 5.403 -1.636 3.453
C: 6.617 -2.172 4.185
O: 6.443 -3.562 4.458
C: 7.433 -4.178 5.326
N: 5.311 -1.950 2.022
H: 3.437 -0.941 4.170
H: 4.160 -2.044 5.274
H: 3.511 -2.707 3.844
H: 5.660 -0.577 3.409
H: 6.929 -1.655 5.093
H: 7.494 -2.013 3.558
H: 6.893 -5.030 5.740
H: 7.610 -3.580 6.220
H: 8.338 -4.388 4.756
H: 6.088 -1.515 1.544
H: 5.391 -2.946 1.875

Properties
E_HOMO = -0.3270 hartree
Net charge = 0
Gap between HOMO and LUMO = 9.33 eV
LUMO energy = 0.4 eV

***

Stability ranking, top and bottom: A is the most stable and B is the least stable.